Entry 1:
{"formula": "C36H32CoNO3PS", "method": "wB97M-V/def2-TZVPD", "symbols": ["Co", "C", "C", "C", "C", "C", "H", "H", "H", "H", "H", "O", "S", "O", "O", "C", "C", "C", "C", "C", "C", "P", "C", "C", "C", "C", "C", "C", "C", "C", "C", "C", "C", "C", "H", "H", "H", "H", "H", "H", "H", "H", "H", "H", "H", "H", "H", "H", "C", "C", "C", "C", "C", "C", "H", "H", "H", "H", "H", "H", "H", "H", "H", "N", "C", "C", "C", "C", "C", "C", "C", "H", "H", "H", "H"], "coordinates": [[0.62, -1.08, 1.31], [-0.07, -3.32, 3.14], [-0.20, -1.91, 3.19], [1.05, -1.38, 3.67], [1.91, -2.47, 3.89], [1.23, -3.66, 3.56], [-0.82, -4.01, 2.78], [-1.15, -1.40, 3.26], [1.24, -0.37, 4.02], [2.95, -2.40, 4.20], [1.66, -4.65, 3.51], [0.82, -4.72, 0.20], [1.93, -3.84, -0.08], [3.21, -4.49, -0.26], [2.01, -2.64, 0.75], [1.53, -3.26, -1.75], [1.68, -4.26, -2.73], [1.44, -3.99, -4.06], [1.05, -2.71, -4.45], [0.90, -1.73, -3.49], [1.11, -1.97, -2.12], [0.88, -0.61, -0.89], [1.69, 0.78, -1.79], [1.35, 2.12, -1.56], [2.08, 3.16, -2.13], [3.18, 2.90, -2.93], [3.55, 1.57, -3.14], [2.82, 0.53, -2.59], [-1.06, -0.17, -1.04], [-1.77, -1.41, -0.63], [-2.59, -2.12, -1.45], [-2.83, -1.70, -2.78], [-2.18, -0.55, -3.25], [-1.35, 0.18, -2.45], [2.01, -5.24, -2.41], [1.57, -4.77, -4.80], [0.88, -2.49, -5.49], [0.62, -0.74, -3.81], [0.50, 2.34, -0.92], [1.78, 4.18, -1.94], [3.75, 3.70, -3.37], [4.42, 1.35, -3.75], [3.13, -0.49, -2.76], [-1.58, -1.77, 0.38], [-3.06, -3.02, -1.07], [-3.49, -2.27, -3.42], [-2.31, -0.25, -4.28], [-0.83, 1.04, -2.87], [-1.94, 3.24, 0.86], [-2.24, 2.06, -0.06], [-3.60, 1.46, 0.33], [-2.38, 2.66, -1.48], [-1.17, 0.94, 0.09], [-0.44, 0.69, 1.19], [-2.69, 4.03, 0.68], [-0.95, 3.67, 0.67], [-1.99, 2.98, 1.92], [-4.40, 2.21, 0.24], [-3.57, 1.09, 1.35], [-3.85, 0.62, -0.33], [-3.04, 3.54, -1.42], [-2.83, 1.96, -2.18], [-1.42, 2.99, -1.88], [0.71, 4.29, 6.90], [0.50, 3.67, 5.95], [0.26, 2.92, 4.75], [1.12, 3.01, 3.65], [0.88, 2.30, 2.50], [-0.25, 1.45, 2.38], [-1.11, 1.36, 3.50], [-0.86, 2.07, 4.65], [1.99, 3.66, 3.72], [1.56, 2.37, 1.67], [-1.98, 0.73, 3.44], [-1.53, 1.99, 5.50]], "total_energy_ev": -103232.582, "gap_ev": [4.38, 5.04], "lumo_energy_ev": [4.30, 4.27], "total_charge": -2, "spin_multiplicity": 4}

Entry 2:
{"formula": "C36H33BrF2IN6OPb", "method": "wB97M-V/def2-TZVPD", "symbols": ["Pb", "N", "C", "N", "C", "N", "N", "C", "C", "C", "C", "C", "C", "N", "C", "C", "C", "C", "C", "C", "H", "H", "H", "H", "H", "H", "H", "H", "H", "H", "H", "C", "C", "C", "C", "N", "C", "C", "C", "C", "C", "C", "C", "H", "H", "H", "H", "H", "H", "H", "H", "F", "C", "F", "H", "Br", "C", "C", "C", "C", "C", "C", "I", "H", "H", "H", "H", "C", "C", "C", "C", "O", "H", "H", "H", "H", "H", "H", "H", "H", "H"], "coordinates": [[-0.65, 0.39, 0.37], [-1.18, -3.65, 2.53], [-1.72, -2.48, 2.07], [-1.89, -2.21, 0.85], [-1.48, -3.10, -0.14], [-1.59, -2.76, -1.37], [-1.91, -1.56, -1.73], [-2.99, -1.14, -2.24], [-3.13, 0.26, -2.63], [-3.94, 0.62, -3.71], [-4.03, 1.95, -4.05], [-3.36, 2.89, -3.28], [-2.63, 2.44, -2.19], [-2.49, 1.17, -1.90], [-0.93, -4.39, 0.26], [-0.54, -5.37, -0.64], [-0.03, -6.58, -0.19], [0.10, -6.81, 1.17], [-0.27, -5.85, 2.08], [-0.79, -4.64, 1.64], [-1.02, -3.81, 3.52], [-2.02, -1.76, 2.82], [-3.87, -1.78, -2.37], [-4.46, -0.14, -4.27], [-4.61, 2.25, -4.92], [-3.41, 3.95, -3.52], [-2.12, 3.14, -1.54], [-0.65, -5.17, -1.69], [0.26, -7.34, -0.89], [0.49, -7.76, 1.52], [-0.18, -6.02, 3.14], [2.84, -2.98, -0.16], [3.65, -2.79, 0.96], [3.22, -1.97, 1.98], [1.96, -1.36, 1.88], [1.20, -1.56, 0.80], [1.63, -2.32, -0.19], [1.44, -0.43, 2.89], [1.95, -0.46, 4.19], [1.54, 0.46, 5.13], [0.62, 1.44, 4.76], [0.10, 1.44, 3.48], [0.47, 0.51, 2.51], [3.16, -3.60, -0.98], [4.61, -3.28, 1.02], [3.86, -1.79, 2.83], [0.97, -2.39, -1.04], [2.65, -1.23, 4.49], [1.93, 0.44, 6.14], [0.30, 2.18, 5.49], [-0.62, 2.21, 3.22], [-3.13, 2.57, 1.26], [-2.72, 1.25, 1.49], [-3.83, 0.50, 1.08], [-2.73, 1.16, 2.59], [-0.03, 5.90, -1.42], [0.69, 5.67, 0.33], [0.87, 6.80, 1.11], [1.41, 6.66, 2.37], [1.77, 5.40, 2.83], [1.58, 4.29, 2.03], [1.04, 4.40, 0.76], [0.91, 2.61, -0.61], [0.60, 7.77, 0.72], [1.57, 7.54, 2.99], [2.21, 5.29, 3.81], [1.88, 3.31, 2.38], [0.95, -0.57, -3.87], [1.17, 0.84, -3.28], [0.22, 1.81, -4.01], [2.63, 1.26, -3.50], [0.91, 0.80, -1.93], [1.16, -0.56, -4.94], [-0.08, -0.87, -3.71], [1.60, -1.29, -3.38], [0.50, 1.91, -5.06], [0.26, 2.79, -3.54], [-0.80, 1.43, -3.96], [2.96, 1.12, -4.53], [3.27, 0.67, -2.84], [2.75, 2.31, -3.24]], "total_energy_ev": -137679.998, "gap_ev": 5.65, "lumo_energy_ev": 2.31, "total_charge": -1}

Entry 3:
{"formula": "C36H33Cl2HgN4OP2S", "method": "wB97M-V/def2-TZVPD", "symbols": ["Hg", "Cl", "C", "C", "C", "Cl", "C", "C", "C", "C", "N", "C", "C", "O", "H", "H", "H", "H", "N", "N", "C", "N", "S", "H", "H", "H", "H", "H", "C", "C", "P", "C", "C", "C", "C", "C", "C", "C", "C", "C", "C", "C", "C", "P", "C", "C", "C", "C", "C", "C", "C", "C", "C", "C", "C", "C", "H", "H", "H", "H", "H", "H", "H", "H", "H", "H", "H", "H", "H", "H", "H", "H", "H", "H", "H", "H", "H", "H", "H", "H"], "coordinates": [[0.28, -0.63, 0.46], [-1.49, 2.73, 4.26], [-2.09, 1.12, 4.04], [-2.93, 0.58, 5.01], [-3.44, -0.69, 4.88], [-4.49, -1.32, 6.11], [-3.11, -1.47, 3.75], [-3.55, -2.79, 3.54], [-3.18, -3.47, 2.41], [-2.34, -2.82, 1.48], [-1.92, -1.59, 1.66], [-2.28, -0.90, 2.75], [-1.74, 0.45, 2.85], [-1.03, 0.97, 1.94], [-3.18, 1.17, 5.88], [-4.16, -3.27, 4.30], [-3.50, -4.49, 2.24], [-2.02, -3.32, 0.58], [2.37, -2.68, 0.98], [3.64, -2.46, 1.48], [4.19, -1.22, 1.55], [5.44, -1.21, 2.09], [3.48, 0.16, 0.99], [1.84, -3.27, 1.61], [2.38, -3.05, 0.04], [4.23, -3.25, 1.69], [5.74, -1.93, 2.72], [5.83, -0.29, 2.24], [0.17, 1.71, -2.31], [-1.27, 1.59, -1.72], [-1.92, -0.14, -1.72], [-2.72, -0.39, -3.36], [-3.21, 0.65, -4.13], [-3.58, 0.44, -5.46], [-3.48, -0.83, -6.01], [-3.07, -1.90, -5.22], [-2.68, -1.67, -3.90], [-3.44, -0.02, -0.69], [-3.65, 0.95, 0.29], [-4.75, 0.88, 1.13], [-5.66, -0.16, 1.01], [-5.47, -1.12, 0.03], [-4.37, -1.06, -0.81], [0.51, 0.41, -3.61], [1.55, 1.32, -4.83], [2.41, 2.37, -4.52], [3.22, 2.92, -5.51], [3.16, 2.45, -6.81], [2.30, 1.41, -7.13], [1.50, 0.85, -6.14], [1.86, -0.67, -2.96], [3.08, -0.22, -2.46], [4.11, -1.12, -2.20], [3.92, -2.47, -2.43], [2.71, -2.94, -2.91], [1.69, -2.04, -3.18], [0.91, 1.62, -1.51], [0.28, 2.68, -2.78], [-1.95, 2.25, -2.25], [-1.25, 1.88, -0.67], [-3.31, 1.65, -3.72], [-3.93, 1.26, -6.06], [-3.71, -0.99, -7.05], [-3.03, -2.90, -5.63], [-2.32, -2.50, -3.30], [-2.94, 1.76, 0.43], [-4.88, 1.63, 1.90], [-6.51, -0.22, 1.68], [-6.18, -1.94, -0.08], [-4.22, -1.82, -1.56], [2.45, 2.78, -3.52], [3.89, 3.73, -5.26], [3.79, 2.88, -7.58], [2.24, 1.03, -8.14], [0.81, 0.05, -6.38], [3.23, 0.83, -2.26], [5.05, -0.75, -1.83], [4.73, -3.17, -2.23], [2.56, -4.00, -3.09], [0.74, -2.39, -3.57]], "total_energy_ev": -104507.272, "gap_ev": [6.82, 5.29], "lumo_energy_ev": [0.18, -1.40], "total_charge": 0, "spin_multiplicity": 2}

Entry 4:
{"formula": "C36H33F3MoNO2P2S3Se2", "method": "wB97M-V/def2-TZVPD", "symbols": ["Mo", "S", "P", "C", "P", "S", "C", "C", "C", "C", "C", "C", "C", "C", "C", "C", "C", "C", "C", "C", "C", "C", "C", "C", "C", "C", "C", "C", "C", "C", "H", "H", "H", "H", "H", "H", "H", "H", "H", "H", "H", "H", "H", "H", "H", "H", "H", "H", "H", "H", "O", "C", "C", "C", "O", "C", "Se", "C", "Se", "H", "H", "H", "H", "H", "H", "H", "H", "H", "H", "F", "C", "F", "F", "C", "C", "C", "C", "N", "C", "S", "H", "H", "H"], "coordinates": [[0.50, 0.30, -0.34], [0.35, 0.16, 2.31], [-1.38, 0.96, 1.71], [-1.49, 0.59, 0.02], [-2.85, 0.04, -0.94], [-3.00, -1.92, -1.13], [-4.45, 0.73, -0.35], [-4.63, 2.11, -0.30], [-5.84, 2.65, 0.11], [-6.89, 1.81, 0.46], [-6.72, 0.43, 0.39], [-5.51, -0.10, -0.02], [-2.83, 0.85, -2.58], [-3.35, 0.18, -3.68], [-3.48, 0.84, -4.90], [-3.09, 2.17, -5.01], [-2.56, 2.83, -3.92], [-2.42, 2.17, -2.70], [-1.27, 2.78, 1.97], [-0.01, 3.38, 1.98], [0.10, 4.76, 2.07], [-1.03, 5.55, 2.17], [-2.28, 4.96, 2.20], [-2.40, 3.58, 2.10], [-2.76, 0.44, 2.77], [-3.41, -0.75, 2.48], [-4.40, -1.23, 3.32], [-4.73, -0.54, 4.48], [-4.06, 0.63, 4.80], [-3.07, 1.12, 3.95], [-3.82, 2.77, -0.59], [-5.97, 3.72, 0.15], [-7.83, 2.23, 0.79], [-7.54, -0.22, 0.66], [-5.36, -1.17, -0.08], [-3.64, -0.86, -3.57], [-3.88, 0.31, -5.75], [-3.20, 2.68, -5.96], [-2.24, 3.86, -4.01], [-1.98, 2.68, -1.86], [0.87, 2.76, 1.90], [1.09, 5.21, 2.06], [-0.93, 6.63, 2.25], [-3.17, 5.57, 2.30], [-3.38, 3.13, 2.15], [-3.15, -1.31, 1.58], [-4.91, -2.16, 3.08], [-5.50, -0.92, 5.14], [-4.30, 1.17, 5.71], [-2.54, 2.03, 4.21], [3.31, -1.73, -2.29], [3.89, -2.65, -1.39], [3.56, -2.39, 0.09], [4.51, -3.37, 0.82], [4.32, -3.47, 2.22], [3.92, -0.99, 0.59], [3.07, 0.65, -0.10], [2.14, -2.79, 0.49], [0.61, -2.15, -0.55], [3.75, -1.83, -3.14], [4.98, -2.61, -1.49], [3.57, -3.67, -1.62], [5.55, -3.09, 0.60], [4.35, -4.38, 0.43], [4.27, -2.58, 2.57], [4.99, -0.82, 0.44], [3.74, -0.96, 1.67], [1.95, -2.50, 1.52], [2.05, -3.88, 0.44], [1.66, 4.01, -5.48], [1.51, 3.75, -4.16], [0.62, 4.64, -3.70], [2.69, 4.04, -3.59], [1.09, 2.33, -3.93], [0.91, 1.47, -4.99], [0.54, 0.15, -4.77], [0.37, -0.27, -3.47], [0.53, 0.56, -2.44], [0.86, 1.86, -2.63], [0.94, 2.73, -1.14], [1.07, 1.83, -6.00], [0.38, -0.54, -5.59], [0.11, -1.29, -3.21]], "total_energy_ev": -235242.361, "gap_ev": [6.03, 6.72], "lumo_energy_ev": [2.07, 2.32], "total_charge": -1, "spin_multiplicity": 3}

Entry 5:
{"formula": "C36H33GeN5O2Pd", "method": "wB97M-V/def2-TZVPD", "symbols": ["Pd", "N", "C", "N", "C", "N", "N", "C", "C", "C", "C", "C", "C", "N", "C", "C", "C", "C", "C", "C", "H", "H", "H", "H", "H", "H", "H", "H", "H", "H", "H", "C", "H", "H", "H", "O", "C", "O", "C", "C", "Ge", "C", "C", "C", "C", "C", "C", "C", "C", "C", "C", "C", "C", "C", "C", "C", "C", "C", "C", "H", "H", "H", "H", "H", "H", "H", "H", "H", "H", "H", "H", "H", "H", "H", "H", "H", "H", "H"], "coordinates": [[0.76, 0.02, -0.26], [-2.63, 3.38, 1.60], [-1.65, 2.97, 0.76], [-1.62, 1.84, 0.17], [-2.64, 0.95, 0.38], [-2.59, -0.27, -0.05], [-1.37, -0.68, -0.54], [-1.45, -1.69, -1.28], [-0.23, -2.24, -1.90], [-0.33, -3.32, -2.76], [0.82, -3.83, -3.34], [2.03, -3.23, -3.04], [2.03, -2.15, -2.18], [0.93, -1.65, -1.62], [-3.82, 1.37, 1.13], [-4.97, 0.59, 1.27], [-6.03, 1.04, 2.03], [-5.94, 2.27, 2.69], [-4.82, 3.06, 2.57], [-3.76, 2.61, 1.78], [-2.54, 4.26, 2.09], [-0.83, 3.67, 0.61], [-2.43, -2.12, -1.48], [-1.30, -3.74, -2.96], [0.78, -4.67, -4.02], [2.96, -3.59, -3.46], [2.97, -1.66, -1.93], [-5.00, -0.36, 0.76], [-6.92, 0.44, 2.13], [-6.77, 2.61, 3.31], [-4.74, 4.00, 3.10], [2.78, -0.03, -0.23], [3.19, 0.67, 0.48], [3.15, 0.21, -1.22], [3.05, -1.04, 0.07], [0.96, 0.38, 2.25], [1.37, 1.50, 1.90], [1.26, 1.93, 0.70], [2.03, 2.41, 2.93], [1.03, 3.50, 3.39], [-0.36, 3.02, 4.69], [-1.15, 1.26, 4.60], [-2.02, 0.93, 3.56], [-2.54, -0.36, 3.45], [-2.19, -1.33, 4.38], [-1.33, -1.01, 5.43], [-0.81, 0.28, 5.53], [-1.77, 4.37, 4.48], [-1.41, 5.71, 4.27], [-2.38, 6.70, 4.20], [-3.72, 6.38, 4.34], [-4.10, 5.06, 4.54], [-3.13, 4.06, 4.61], [0.40, 3.26, 6.48], [-0.43, 3.13, 7.60], [0.08, 3.31, 8.88], [1.42, 3.63, 9.06], [2.26, 3.75, 7.96], [1.74, 3.56, 6.68], [2.87, 2.89, 2.44], [2.39, 1.79, 3.75], [0.54, 3.92, 2.50], [1.59, 4.32, 3.85], [-2.30, 1.69, 2.84], [-3.20, -0.60, 2.62], [-2.58, -2.33, 4.29], [-1.07, -1.76, 6.16], [-0.13, 0.51, 6.34], [-0.36, 5.97, 4.16], [-2.08, 7.74, 4.04], [-4.48, 7.16, 4.31], [-5.15, 4.80, 4.66], [-3.43, 3.03, 4.76], [-1.48, 2.88, 7.47], [-0.58, 3.21, 9.74], [1.82, 3.77, 10.06], [3.31, 3.98, 8.09], [2.41, 3.65, 5.82]], "total_energy_ev": -109407.635, "gap_ev": 6.94, "lumo_energy_ev": -0.48, "total_charge": 0}

Entry 6:
{"formula": "C36H33N5O3PPdS4", "method": "wB97M-V/def2-TZVPD", "symbols": ["Pd", "O", "C", "O", "C", "C", "C", "C", "C", "C", "P", "C", "C", "C", "C", "C", "C", "C", "C", "C", "C", "C", "C", "H", "H", "H", "H", "H", "H", "H", "H", "H", "H", "H", "H", "H", "H", "S", "C", "S", "S", "C", "C", "C", "C", "C", "N", "C", "O", "N", "C", "C", "C", "C", "N", "C", "C", "C", "H", "H", "H", "H", "H", "H", "H", "H", "H", "H", "H", "H", "H", "S", "C", "N", "C", "C", "N", "H", "H", "H", "H", "H", "H"], "coordinates": [[0.23, 1.12, -0.69], [0.41, 2.16, 1.81], [1.08, 1.11, 1.83], [0.63, -0.03, 1.46], [2.55, 1.20, 2.04], [3.17, 1.29, 3.28], [4.55, 1.39, 3.36], [5.32, 1.42, 2.20], [4.71, 1.34, 0.96], [3.32, 1.22, 0.88], [2.59, 1.11, -0.78], [3.13, -0.47, -1.46], [3.51, -1.46, -0.55], [3.85, -2.73, -1.00], [3.80, -3.02, -2.36], [3.41, -2.04, -3.26], [3.06, -0.78, -2.82], [3.37, 2.49, -1.64], [3.99, 2.39, -2.88], [4.62, 3.49, -3.44], [4.62, 4.70, -2.76], [4.02, 4.81, -1.51], [3.40, 3.71, -0.95], [2.56, 1.29, 4.18], [5.03, 1.46, 4.33], [6.39, 1.51, 2.27], [5.31, 1.39, 0.06], [3.55, -1.25, 0.51], [4.15, -3.49, -0.29], [4.07, -4.01, -2.71], [3.36, -2.27, -4.32], [2.71, -0.05, -3.53], [4.02, 1.45, -3.41], [5.11, 3.40, -4.40], [5.10, 5.57, -3.21], [4.04, 5.75, -0.98], [2.96, 3.79, 0.04], [0.48, 4.40, -3.78], [0.33, 3.25, -2.67], [0.37, 1.51, -2.95], [0.19, 3.40, -0.94], [-4.21, -4.05, 0.53], [-4.73, -2.74, 1.04], [-5.98, -2.26, 0.65], [-6.44, -1.03, 1.08], [-5.67, -0.25, 1.94], [-6.16, 1.02, 2.33], [-5.45, 2.16, 2.64], [-5.88, 3.00, 3.38], [-4.22, 2.32, 2.01], [-3.78, 1.82, 0.78], [-4.62, 1.42, -0.25], [-4.08, 0.91, -1.41], [-2.70, 0.81, -1.53], [-1.90, 1.22, -0.55], [-2.41, 1.70, 0.58], [-4.44, -0.74, 2.38], [-3.98, -1.96, 1.92], [-5.00, -4.66, 0.11], [-3.73, -4.63, 1.33], [-3.46, -3.89, -0.25], [-6.59, -2.86, -0.01], [-7.40, -0.66, 0.74], [-7.10, 1.05, 2.71], [-3.70, 3.09, 2.41], [-5.70, 1.52, -0.14], [-4.71, 0.59, -2.22], [-2.24, 0.41, -2.42], [-1.69, 1.99, 1.35], [-3.85, -0.17, 3.08], [-3.02, -2.32, 2.27], [-0.05, -1.31, -1.51], [0.05, -2.62, -0.44], [-0.13, -3.88, -0.86], [0.05, -4.86, 0.20], [0.36, -3.96, 1.42], [0.32, -2.62, 0.85], [-0.34, -4.10, -1.82], [0.88, -5.54, -0.03], [-0.85, -5.45, 0.35], [1.34, -4.17, 1.85], [-0.38, -4.07, 2.21], [0.51, -1.74, 1.35]], "total_energy_ev": -107567.493, "gap_ev": 6.16, "lumo_energy_ev": -4.59, "total_charge": 1}

Q: What is the formula in the sixth record?
A: C36H33N5O3PPdS4